ORCA calculation (ωB97M-V/def2-TZVPD) on C16H32N3O2PPdS5 as an isolated structure in a non-equilibrium geometry.

Positions of all 60 atoms, in Å:
Pd 0.696 -0.510 -0.954
S 1.278 -2.348 -2.592
S 1.877 -1.091 -4.138
S 0.621 0.540 -4.115
S 0.941 1.481 -2.288
O -3.035 -1.069 0.683
P -3.780 -0.453 -0.436
N -3.460 -1.070 -1.930
C -2.175 -0.725 -2.585
C -2.099 -1.690 -3.771
C -3.547 -2.198 -3.960
C -4.392 -1.331 -3.020
N -3.586 1.184 -0.434
C -4.081 2.004 -1.541
C -3.521 3.386 -1.219
C -2.144 3.058 -0.641
C -2.374 1.786 0.181
N -5.462 -0.647 -0.319
C -6.077 0.139 0.778
C -7.149 -0.780 1.357
C -6.504 -2.155 1.208
C -5.895 -2.058 -0.186
H -1.312 -0.736 -1.899
H -2.202 0.307 -2.955
H -1.386 -2.490 -3.571
H -1.726 -1.160 -4.645
H -3.631 -3.242 -3.645
H -3.893 -2.134 -4.995
H -5.295 -1.831 -2.677
H -4.694 -0.399 -3.521
H -5.173 1.977 -1.589
H -3.694 1.659 -2.506
H -4.150 3.870 -0.464
H -3.481 4.029 -2.099
H -1.734 3.865 -0.032
H -1.421 2.838 -1.432
H -2.565 1.995 1.237
H -1.513 1.117 0.109
H -6.480 1.081 0.401
H -5.337 0.376 1.548
H -8.061 -0.731 0.755
H -7.405 -0.518 2.385
H -7.205 -2.986 1.310
H -5.703 -2.273 1.941
H -6.648 -2.294 -0.947
H -5.051 -2.735 -0.322
O 1.460 -1.515 2.743
S 1.250 -1.588 1.246
C 2.499 -2.777 0.658
C 1.922 -4.203 0.729
C 0.568 -4.141 1.448
C -0.062 -2.825 1.023
H 3.364 -2.623 1.305
H 2.735 -2.487 -0.368
H 2.606 -4.880 1.248
H 1.795 -4.572 -0.290
H 0.725 -4.126 2.530
H -0.070 -4.995 1.209
H -0.925 -2.495 1.600
H -0.320 -2.799 -0.041

* E_tot: -3403.90568 hartree
* orbital gap: 3.9863 eV
* strongest force on any atom: 1.03 eV Å⁻¹
* relative energy (zero: lowest compared OMol25 entry of this formula, charge and spin): 0.0 kcal per mole
* total charge: -2

ORCA calculation (ωB97M-V/def2-TZVPD) on C29H26F6IrN5O5S3 as an isolated structure in a non-equilibrium geometry.

Positions of all 75 atoms, in Å:
Ir -1.503 0.383 -0.615
C 2.438 -2.666 1.569
C 3.563 -1.785 2.014
C 4.509 -2.245 2.922
C 5.584 -1.464 3.307
C 5.729 -0.186 2.794
C 4.796 0.301 1.898
C 3.718 -0.488 1.509
N 2.829 0.028 0.537
C 1.465 0.065 0.629
N 0.995 0.128 1.891
C -0.298 0.137 2.420
C -1.446 0.074 1.619
C -2.678 0.052 2.270
C -2.775 0.120 3.648
C -1.626 0.204 4.418
C -0.377 0.209 3.827
C 0.851 0.300 4.692
N 0.725 0.085 -0.440
C 1.332 -0.040 -1.704
C 1.203 -1.263 -2.367
C 1.757 -1.437 -3.617
C 2.461 -0.400 -4.207
C 2.594 0.807 -3.548
C 2.034 1.018 -2.296
C 2.181 2.355 -1.631
H 2.699 -3.708 1.726
H 2.215 -2.516 0.515
H 1.526 -2.458 2.127
H 4.405 -3.243 3.317
H 6.313 -1.857 3.998
H 6.567 0.427 3.085
H 4.898 1.293 1.482
H 3.195 0.157 -0.397
H 1.727 0.168 2.589
H -3.590 -0.006 1.694
H -3.742 0.117 4.129
H -1.714 0.269 5.493
H 0.560 0.350 5.737
H 1.426 1.197 4.468
H 1.497 -0.570 4.575
H 0.643 -2.055 -1.888
H 1.624 -2.377 -4.134
H 2.901 -0.531 -5.184
H 3.122 1.621 -4.022
H 1.829 3.132 -2.305
H 3.226 2.568 -1.403
H 1.602 2.422 -0.714
F -3.844 1.688 -3.796
C -2.702 1.890 -4.444
F -2.746 1.132 -5.548
F -2.619 3.151 -4.852
S -1.207 1.265 -3.482
O -1.637 -0.029 -3.030
O -0.152 1.295 -4.436
N -0.889 2.216 -2.256
S -1.918 3.151 -1.535
O -2.276 2.665 -0.228
O -2.939 3.665 -2.379
C -0.808 4.620 -1.099
F -0.086 5.065 -2.129
F -1.515 5.645 -0.625
F 0.054 4.259 -0.142
O -3.741 -0.190 -0.965
N -4.268 -1.349 -0.756
C -5.606 -1.427 -0.588
C -6.247 -2.621 -0.373
C -5.500 -3.797 -0.340
C -4.134 -3.711 -0.489
C -3.504 -2.476 -0.673
S -1.798 -2.356 -0.745
H -6.118 -0.480 -0.647
H -7.318 -2.635 -0.236
H -5.978 -4.751 -0.182
H -3.499 -4.580 -0.452

* E_tot: -3668.65950 hartree
* orbital gap (spin up / spin down): 7.0481 / 7.0488 eV
* strongest force on any atom: 8.23 eV Å⁻¹
* relative energy (zero: lowest compared OMol25 entry of this formula, charge and spin): 103.1 kcal per mole